[1]
C26H59I3N4O9PS | the ωB97M-V functional and the def2-TZVPD basis

The energy comes out at -3554.35690 Ha. The LUMO energy comes out at -4.816 eV. The net charge is +1. The calculation puts the HOMO-LUMO gap at 6.0 eV.

CARTESIAN COORDINATES (ANGSTROEM)
C: -2.582 -2.488 -2.560
C: -2.314 -3.219 -1.180
C: -1.263 -2.480 -0.251
O: -0.215 -1.850 -1.008
N: 0.755 -1.463 -0.100
C: 1.865 -0.802 -0.767
N: 2.872 -1.628 -1.317
C: 4.051 -1.927 -0.494
C: 3.880 -1.880 1.081
C: 4.025 -0.394 1.695
C: 4.366 -0.579 3.264
N: 5.833 -0.460 3.494
C: 2.496 -2.556 -2.349
I: 2.538 -1.772 -4.394
C: 2.109 -3.884 -2.246
C: 1.701 -4.703 -3.533
I: 2.067 -4.848 -0.328
N: 1.874 0.532 -0.865
C: 0.644 1.149 -0.197
C: 0.541 2.716 -0.218
C: 1.035 3.353 1.177
I: -1.627 3.169 -0.279
P: 3.104 1.483 -1.685
O: 2.324 2.195 -3.017
O: 4.371 0.640 -2.362
S: 3.943 2.825 -0.528
H: -1.981 -3.000 -3.363
H: -2.425 -1.380 -2.538
H: -3.663 -2.675 -2.825
H: -3.264 -3.289 -0.588
H: -1.938 -4.266 -1.354
H: -0.861 -3.264 0.463
H: -1.849 -1.761 0.394
H: 1.094 -2.229 0.493
H: 4.399 -2.971 -0.754
H: 4.944 -1.268 -0.731
H: 2.975 -2.411 1.481
H: 4.769 -2.443 1.506
H: 3.005 0.080 1.659
H: 4.827 0.170 1.157
H: 3.992 -1.559 3.668
H: 3.805 0.223 3.832
H: 6.249 -1.235 2.966
H: 6.134 0.398 3.024
H: 0.867 -4.174 -4.085
H: 2.599 -4.718 -4.208
H: 1.332 -5.732 -3.289
H: 0.633 0.830 0.886
H: -0.247 0.739 -0.758
H: 0.960 3.252 -1.100
H: 1.594 4.292 0.882
H: 1.708 2.628 1.699
H: 0.175 3.709 1.802
H: 3.034 2.361 -3.667
H: 5.095 0.649 -1.710
C: -2.603 2.318 -7.286
O: -1.734 1.224 -7.029
C: -0.466 1.378 -7.655
C: 0.595 1.805 -6.653
O: 0.363 3.119 -6.174
C: -0.198 3.105 -4.870
H: -3.471 2.222 -6.633
H: -2.117 3.276 -7.082
H: -2.942 2.291 -8.326
H: -0.523 2.086 -8.488
H: -0.191 0.400 -8.062
H: 1.568 1.817 -7.156
H: 0.655 1.100 -5.820
H: 0.562 2.799 -4.135
H: -1.060 2.435 -4.806
H: -0.527 4.117 -4.630
C: 2.292 -2.442 8.217
O: 1.124 -1.645 8.080
C: 1.294 -0.587 7.145
C: 0.620 -0.909 5.820
O: 1.280 -1.980 5.149
C: 0.582 -3.207 5.263
H: 2.032 -3.327 8.796
H: 2.680 -2.761 7.246
H: 3.064 -1.884 8.757
H: 2.354 -0.359 6.998
H: 0.816 0.298 7.576
H: 0.692 -0.032 5.168
H: -0.441 -1.133 5.966
H: -0.321 -3.176 4.643
H: 0.309 -3.437 6.296
H: 1.234 -3.999 4.891
C: -8.439 2.980 1.712
O: -7.316 3.132 2.569
C: -6.520 1.956 2.636
C: -5.261 2.093 1.793
O: -5.571 2.139 0.403
C: -5.503 3.455 -0.123
H: -8.889 3.962 1.566
H: -8.152 2.579 0.737
H: -9.179 2.321 2.179
H: -7.096 1.075 2.336
H: -6.228 1.827 3.683
H: -4.635 1.209 1.950
H: -4.684 2.973 2.094
H: -4.458 3.776 -0.190
H: -6.068 4.164 0.487
H: -5.929 3.442 -1.126

Löwdin atomic charge list, values in e, 2 entries: -0.097, -0.199

=====

[2]
C5H13NO | the ωB97M-V functional and the def2-TZVPD basis

Its SMILES is CN[C@H](C)CCO. The energy comes out at -328.24364 Ha. The LUMO energy comes out at 0.951 eV. The net charge is 0. The calculation puts the HOMO-LUMO gap at 9.6 eV.

CARTESIAN COORDINATES (ANGSTROEM)
C: 2.110 0.571 1.202
N: 0.938 0.874 0.356
C: 0.314 -0.323 -0.246
C: 1.023 -0.547 -1.597
C: -1.176 -0.007 -0.559
C: -2.010 -0.150 0.692
O: -3.396 0.116 0.498
H: 2.444 1.600 1.234
H: 2.146 0.175 2.227
H: 2.963 0.136 0.658
H: 0.302 1.551 0.744
H: 0.652 -1.167 0.357
H: 2.109 -0.585 -1.417
H: 0.894 0.092 -2.489
H: 0.745 -1.523 -2.021
H: -1.332 1.013 -0.911
H: -1.420 -0.766 -1.283
H: -1.812 -1.114 1.185
H: -1.705 0.609 1.444
H: -3.788 -0.554 -0.077

natural (NBO) atomic charge list, values in e, 2 entries: -0.453, -0.643

=====

[3]
C5H4O2 | the ωB97M-V functional and the def2-TZVPD basis

The energy comes out at -343.20566 Ha. The LUMO energy comes out at 0.848 eV. The net charge is 0. The calculation puts the HOMO-LUMO gap at 9.2 eV.

CARTESIAN COORDINATES (ANGSTROEM)
C: 1.498 -0.410 0.071
C: 0.130 0.712 -0.142
C: -1.138 1.277 0.152
C: -1.197 -0.904 -0.028
C: 0.101 -0.706 -0.061
H: 1.988 -0.842 -0.810
H: 2.168 -0.801 0.778
H: -1.516 2.384 0.187
H: -1.471 -1.943 0.149
O: 1.434 1.037 -0.134
O: -1.997 0.196 -0.163

natural (NBO) atomic charge list, values in e, 2 entries: -0.073, 0.255

=====

| no. | E_HOMO (eV) | molecular weight (g mol⁻¹) |
| --- | --- | --- |
| 1 | -10.8 | 1015.530 |
| 2 | -8.6 | 103.165 |
| 3 | -8.4 | 96.085 |